Entry 1:
DFT (ωB97M-V/def2-TZVPD) results for 2 unconnected molecules or ions with the total composition C30H42F7N5O8 at a distorted geometry.

Its total energy is -74634.7917 eV. Its spin multiplicity is 1.

Geometry (Å):
1 C -2.146 -3.751 1.364
2 C -2.066 -2.335 0.740
3 C -0.787 -2.172 -0.104
4 C -0.294 -0.721 0.026
5 O 1.139 -0.601 -0.082
6 C 1.863 -1.048 0.982
7 O 1.141 -1.280 2.169
8 C 2.726 -2.294 0.743
9 C 3.406 -2.420 -0.645
10 C 2.587 -2.505 -1.726
11 C 3.158 -2.628 -2.952
12 C 4.510 -2.683 -3.047
13 C 5.230 -2.612 -1.904
14 N 4.720 -2.466 -0.694
15 N 3.816 -2.023 1.695
16 F 3.654 -2.673 2.939
17 C 3.917 -0.649 1.833
18 N 5.046 -0.204 2.314
19 C 5.312 1.194 2.597
20 C 4.707 1.629 3.908
21 O 5.263 0.821 4.941
22 C 5.005 1.435 6.179
23 C 6.100 2.341 6.651
24 O 3.970 1.238 6.761
25 N 2.811 0.029 1.423
26 C 3.008 1.062 0.411
27 O 3.900 0.962 -0.389
28 C 2.058 2.282 0.295
29 F 1.013 2.001 -0.468
30 F 2.758 3.232 -0.341
31 C 1.531 2.962 1.605
32 F 1.367 2.101 2.621
33 F 0.331 3.460 1.324
34 C 2.367 4.176 2.104
35 F 2.060 5.251 1.400
36 F 3.692 3.924 2.075
37 C 1.950 4.482 3.583
38 O 0.875 4.955 3.839
39 O 2.861 4.143 4.553
40 H -1.182 -4.244 1.329
41 H -2.515 -3.725 2.384
42 H -2.872 -4.327 0.802
43 H -2.123 -1.614 1.552
44 H -2.912 -2.149 0.086
45 H -0.027 -2.878 0.239
46 H -0.946 -2.373 -1.156
47 H -0.679 -0.196 -0.841
48 H -0.704 -0.218 0.891
49 H 0.747 -2.158 2.117
50 H 2.312 -3.258 1.015
51 H 1.517 -2.461 -1.660
52 H 2.523 -2.681 -3.820
53 H 4.957 -2.805 -4.017
54 H 6.306 -2.671 -1.977
55 H 5.766 -0.877 2.515
56 H 5.062 1.862 1.781
57 H 6.385 1.279 2.733
58 H 3.620 1.583 3.890
59 H 5.022 2.659 4.052
60 H 6.033 3.266 6.086
61 H 6.013 2.524 7.712
62 H 7.084 1.930 6.454
63 H 3.632 4.714 4.443
64 C -4.162 1.960 -3.749
65 C -4.749 0.967 -2.728
66 C -6.246 1.255 -2.551
67 C -7.127 0.859 -3.739
68 C -6.554 -0.316 -4.543
69 C -5.578 -1.208 -3.764
70 N -4.490 -0.380 -3.264
71 O -3.554 -1.084 -2.585
72 C -4.994 -2.204 -4.766
73 C -6.331 -1.997 -2.684
74 C -4.085 1.237 -1.384
75 H -3.090 1.792 -3.866
76 H -4.306 2.999 -3.428
77 H -4.625 1.848 -4.730
78 H -6.604 0.729 -1.662
79 H -6.390 2.317 -2.332
80 H -8.123 0.604 -3.366
81 H -7.270 1.714 -4.404
82 H -7.375 -0.919 -4.939
83 H -6.034 0.078 -5.421
84 H -4.399 -1.686 -5.519
85 H -5.795 -2.745 -5.279
86 H -4.357 -2.938 -4.273
87 H -7.117 -2.607 -3.140
88 H -6.806 -1.351 -1.944
89 H -5.657 -2.672 -2.155
90 H -4.285 2.267 -1.076
91 H -3.004 1.114 -1.435
92 H -4.470 0.573 -0.608

***

Entry 2:
DFT (ωB97M-V/def2-TZVPD) results for a single C18H39NO2 molecule.

Its total energy is -24884.4869 eV. Its spin multiplicity is 1. The SMILES is CCCCCCCCCCCCCCC[C@@H](O)[C@H](N)CO.

Geometry (Å):
1 C 4.429 2.808 -1.865
2 C 5.236 2.451 -0.621
3 C 5.734 1.005 -0.620
4 C 4.607 -0.020 -0.507
5 C 5.152 -1.441 -0.385
6 C 4.085 -2.535 -0.469
7 C 3.069 -2.523 0.681
8 C 1.784 -1.765 0.353
9 C 0.797 -1.793 1.519
10 C -0.475 -0.988 1.244
11 C -0.257 0.520 1.361
12 C -1.470 1.344 0.929
13 C -2.676 1.172 1.850
14 C -3.843 2.089 1.484
15 C -4.480 1.837 0.116
16 C -5.189 0.481 -0.027
17 O -6.405 0.628 -0.744
18 C -4.289 -0.576 -0.710
19 N -4.011 -0.141 -2.075
20 C -4.958 -1.967 -0.672
21 O -6.104 -2.019 -1.480
22 H 4.171 3.865 -1.857
23 H 5.007 2.604 -2.764
24 H 3.507 2.235 -1.910
25 H 6.101 3.117 -0.561
26 H 4.626 2.624 0.268
27 H 6.415 0.871 0.224
28 H 6.303 0.820 -1.534
29 H 3.968 0.038 -1.390
30 H 4.003 0.219 0.370
31 H 5.693 -1.539 0.559
32 H 5.873 -1.607 -1.191
33 H 4.603 -3.497 -0.472
34 H 3.556 -2.450 -1.420
35 H 2.799 -3.553 0.931
36 H 3.531 -2.088 1.569
37 H 2.020 -0.734 0.097
38 H 1.314 -2.223 -0.522
39 H 1.282 -1.400 2.415
40 H 0.526 -2.832 1.722
41 H -0.838 -1.226 0.240
42 H -1.243 -1.294 1.956
43 H 0.591 0.809 0.737
44 H -0.002 0.765 2.396
45 H -1.190 2.400 0.919
46 H -1.738 1.067 -0.092
47 H -2.367 1.406 2.873
48 H -3.014 0.136 1.843
49 H -4.617 1.989 2.250
50 H -3.492 3.123 1.506
51 H -3.741 1.932 -0.680
52 H -5.236 2.612 -0.037
53 H -5.491 0.111 0.959
54 H -6.181 1.032 -1.591
55 H -3.347 -0.630 -0.161
56 H -4.794 -0.417 -2.665
57 H -3.197 -0.625 -2.436
58 H -4.271 -2.721 -1.069
59 H -5.196 -2.231 0.370
60 H -6.671 -1.275 -1.215

***

Entry 3:
DFT (ωB97M-V/def2-TZVPD) results for 11 unconnected molecules or ions with the total composition C25H60O17 at a distorted geometry.

Its total energy is -61691.3959 eV. Its spin multiplicity is 2. As for the charge: +1.

Geometry (Å):
1 C -1.063 2.489 2.789
2 C -0.298 3.225 1.631
3 O 0.450 4.114 2.323
4 C 0.345 3.905 3.682
5 O 1.036 4.467 4.475
6 O -0.609 3.068 3.994
7 H -0.774 1.439 2.739
8 H -2.137 2.648 2.685
9 H -0.949 3.751 0.934
10 H 0.400 2.544 1.144
11 C 4.022 -0.493 0.780
12 C 3.281 -1.803 0.729
13 O 4.025 -2.639 1.583
14 C 5.312 -2.220 1.500
15 O 6.269 -2.867 1.965
16 O 5.320 -0.950 1.176
17 H 3.656 0.242 1.497
18 H 4.098 -0.018 -0.198
19 H 3.214 -2.245 -0.265
20 H 2.337 -1.792 1.273
21 C 0.695 2.579 -4.432
22 C 0.959 1.487 -5.466
23 O -0.319 0.916 -5.611
24 C -1.070 1.160 -4.581
25 O -2.134 0.559 -4.285
26 O -0.551 2.135 -3.858
27 H 0.588 3.547 -4.922
28 H 1.496 2.554 -3.694
29 H 1.632 0.733 -5.057
30 H 1.489 1.893 -6.329
31 C 0.527 0.830 -0.971
32 C -0.681 -0.076 -0.954
33 O -1.080 -0.106 0.421
34 H 1.300 0.606 -0.235
35 H 0.245 1.879 -1.054
36 H 1.153 0.801 -1.863
37 H -0.400 -1.050 -1.356
38 H -1.367 0.324 -1.700
39 H -0.869 -0.918 0.887
40 C -1.753 -2.886 2.928
41 C -0.340 -3.101 2.426
42 O -0.076 -2.556 1.167
43 H -1.968 -3.351 3.890
44 H -2.446 -3.175 2.138
45 H -1.938 -1.840 3.168
46 H -0.087 -4.161 2.451
47 H 0.392 -2.700 3.127
48 H 0.196 -3.317 0.649
49 C -4.039 0.200 1.942
50 C -4.844 -1.121 2.226
51 O -6.140 -1.001 1.752
52 H -4.533 1.094 2.324
53 H -3.667 0.359 0.930
54 H -3.105 0.031 2.478
55 H -4.965 -1.280 3.298
56 H -4.446 -2.032 1.779
57 H -6.158 -1.016 0.792
58 C 2.704 0.315 4.483
59 C 1.488 -0.411 3.973
60 O 1.343 0.103 2.630
61 H 2.462 1.343 4.755
62 H 3.474 0.167 3.726
63 H 3.103 -0.227 5.339
64 H 0.670 -0.147 4.643
65 H 1.758 -1.464 4.057
66 H 0.588 -0.238 2.145
67 C -3.535 4.134 -1.857
68 C -2.749 2.848 -1.622
69 O -2.786 2.513 -0.270
70 H -4.583 4.002 -1.589
71 H -3.630 4.332 -2.924
72 H -3.088 5.020 -1.405
73 H -1.723 2.961 -1.973
74 H -3.194 1.984 -2.115
75 H -2.207 1.758 -0.141
76 C 4.118 2.724 1.184
77 C 5.480 2.690 0.649
78 O 6.337 3.361 1.576
79 H 4.023 2.343 2.200
80 H 3.450 2.277 0.448
81 H 3.722 3.738 1.238
82 H 5.563 3.216 -0.301
83 H 5.872 1.693 0.450
84 H 6.526 2.735 2.279
85 C -0.189 -3.534 -3.994
86 C 1.330 -3.566 -4.087
87 O 1.819 -3.661 -2.757
88 H -0.577 -2.851 -3.239
89 H -0.638 -4.521 -3.885
90 H -0.670 -3.094 -4.868
91 H 1.668 -2.615 -4.498
92 H 1.642 -4.463 -4.622
93 H 2.762 -3.840 -2.778
94 C -2.956 -3.036 -1.201
95 C -3.648 -3.033 -2.644
96 O -5.061 -3.170 -2.555
97 H -3.216 -3.915 -0.610
98 H -3.272 -2.124 -0.695
99 H -1.869 -2.984 -1.258
100 H -3.221 -3.728 -3.368
101 H -3.261 -2.139 -3.132
102 H -5.458 -2.360 -2.228